One molecule with the formula C2H5N3OS, computed with ωB97M-V/def2-TZVPD.

## Properties
energy relative to the best compared isomer or geometry (same formula, charge and spin) = 1.954 eV
F_max = 2.7 eV/A
HOMO-LUMO gap = 10.4 eV
SMILES = C=NNC(=O)NS
highest occupied orbital energy = -0.352 Ha

```
12
Properties=species:S:1:pos:R:3:mulliken_charge:R:1
S 0.830 0.726 3.026 -0.154
O 2.214 -0.414 0.611 -0.566
N -0.911 0.164 -0.888 -0.565
N 0.235 0.377 1.465 -0.292
N 0.371 -0.196 -0.723 0.199
C -1.395 0.006 -2.071 -0.313
C 1.069 -0.119 0.465 0.543
H -2.366 0.407 -2.288 0.243
H -0.722 0.544 1.187 0.323
H -0.867 -0.398 -2.942 0.204
H 0.901 -0.627 -1.482 0.252
H 0.642 -0.471 3.641 0.126
```